C20H21BNO7Pt as an isolated structure. Source: the Open Molecules 2025 dataset; level of theory: ωB97M-V/def2-TZVPD.

Geometry as XYZ:
```
51
Properties=species:S:1:pos:R:3:forces:R:3
Pt -0.624315 0.571196 0.580492 0.1 0.1 -0.1
O 6.205449 1.629259 -0.138807 0.0 0.0 0.0
C 5.358419 2.094861 -0.921317 0.0 0.0 0.0
O 5.476729 2.857079 -1.897412 0.0 0.0 0.0
C 3.899058 1.658015 -0.620417 0.2 0.1 -0.1
C 3.589800 0.902887 0.497399 0.0 -0.2 0.2
C 2.285642 0.545357 0.733748 -0.2 -0.1 -0.1
N 1.270476 0.899756 -0.086531 0.2 0.3 0.0
C 1.556406 1.635482 -1.184029 -0.1 -0.2 0.1
C 2.863789 2.007265 -1.461063 -0.2 0.1 0.0
C -2.705743 1.812305 1.468367 -0.2 0.1 -0.1
O -3.730091 2.457709 1.571571 0.1 -0.1 0.1
O -2.545938 0.528269 1.373411 0.0 -0.1 -0.1
H 4.388715 0.602102 1.161079 0.0 0.0 0.0
H 1.996365 -0.064702 1.577586 0.0 0.0 0.0
H 3.095798 2.602893 -2.334757 0.0 0.0 0.0
C -1.777677 4.282721 2.602811 0.0 0.0 0.0
O -0.904247 3.478709 1.757318 0.0 -0.1 0.0
C -1.295586 2.369245 1.249882 0.1 0.1 0.1
C 0.449757 1.990236 -2.131184 0.0 0.0 0.0
H -2.480071 4.815321 1.969481 0.0 0.0 0.0
H -1.109639 4.966948 3.115912 0.0 0.0 0.0
H -2.314509 3.648814 3.300858 0.0 0.0 0.0
H 0.567606 3.011627 -2.492452 0.0 0.0 0.0
H -0.528099 1.887205 -1.663681 0.0 0.0 0.0
H 0.490231 1.323778 -2.995122 -0.1 0.0 0.0
C 1.020013 -7.725203 -2.067745 0.0 0.0 0.0
C -0.273743 -7.226108 -1.409805 0.0 0.0 0.0
C -0.740462 -8.252238 -0.368080 0.0 0.0 0.0
C -1.348855 -7.127410 -2.492542 0.0 0.0 0.0
C -0.016270 -5.881046 -0.725731 0.0 0.0 0.0
C 0.942923 -5.804940 0.288106 0.0 0.0 0.0
C 1.238279 -4.619913 0.957826 0.0 0.0 0.0
C 0.538360 -3.497372 0.579310 0.0 0.0 0.0
O 0.620032 -2.218771 1.054796 0.0 0.0 0.0
B -0.311860 -1.453269 0.314634 0.0 -0.1 0.1
O -0.956504 -2.313147 -0.600782 0.0 0.0 0.0
C -0.414140 -3.554294 -0.420955 0.0 0.0 0.0
C -0.712132 -4.723284 -1.086996 0.0 0.0 0.0
H 0.848342 -8.685457 -2.561172 0.0 0.0 0.0
H 1.815765 -7.859874 -1.334623 0.0 0.0 0.0
H 1.371366 -7.011645 -2.815144 0.0 0.0 0.0
H -0.928670 -9.217849 -0.844774 0.0 0.0 0.0
H -1.662354 -7.919636 0.112621 0.0 0.0 0.0
H 0.008213 -8.400448 0.410711 0.0 0.0 0.0
H -1.495170 -8.108388 -2.949369 0.0 0.0 0.0
H -1.061530 -6.430845 -3.282171 0.0 0.0 0.0
H -2.306582 -6.804524 -2.080287 0.0 0.0 0.0
H 1.486920 -6.697856 0.570232 0.0 0.0 0.0
H 1.987206 -4.580198 1.737208 0.0 0.0 0.0
H -1.464373 -4.717422 -1.862215 0.0 0.0 0.0
```
Positions in Å, forces in eV/Å.

Its total charge is -1. The value obtained for the total energy is -40830.4161 eV. Its gap between HOMO and LUMO is 7.3 eV. For the energy above the lowest of the compared OMol25 structures with the same formula, charge and spin, the calculation gives 119.6 kJ/mol. The max |F| comes out at 0.008 Eh/bohr.

Quick look at the natural (NBO) charges, all values in e: 0.5405 -0.7436 0.7326 -0.7466 -0.0371 -0.2366 0.0346 -0.4417 0.2222 -0.2361 0.6432 -0.6332 -0.6755 0.2515 0.2180 0.2481 -0.2683 -0.4255 0.1662 -0.6505 0.2094 0.1932 0.2056 0.2240 0.2300 0.2287 -0.5945 -0.0744 -0.5942 -0.6048 -0.0190 -0.2247 -0.2638 0.2813 -0.6815 0.7009 -0.6572 0.2320 -0.2581 0.1980 0.2072 0.2133 0.1981 0.2115 0.2067 0.2049 0.2110 0.2101 0.2015 0.2208 0.2220